[1]
Here is an isolated molecule of C8H14ClO3P from the Open Molecules 2025 dataset. Energies are from ωB97M-V with the def2-TZVPD basis set.

The SMILES is C[C@@H](Cl)C[C@H]1OC(=O)O[C@@H]1P(C)C. The orbital gap comes out at 0.3323 Ha. As for the HOMO energy: -8.53 eV. As for the LUMO energy: 0.51 eV.

Each line ends with the Mulliken charge.
Geometry (Å):
C 3.68889 -0.77628 -0.38027  -1.089
C 2.14227 -0.49243 0.19012  0.364
Cl 2.34504 0.07381 1.94257  -0.193
C 1.42184 0.58326 -0.81389  -0.672
C 0.28811 1.54023 -0.11845  0.270
O -0.07665 2.81706 -0.81800  -0.399
C -1.42699 3.20888 -0.29509  0.502
O -2.14295 4.31758 -0.60103  -0.522
O -1.88618 2.09883 0.60458  -0.363
C -1.26582 0.92245 -0.07926  -0.228
P -1.31169 -0.78294 0.78047  0.309
C -1.19222 -2.05114 -0.69372  -0.959
C -2.90713 -1.05474 1.79552  -0.884
H 3.67145 -1.07055 -1.52933  0.292
H 4.36350 0.19306 -0.30630  0.323
H 4.23086 -1.59560 0.28827  0.318
H 1.56761 -1.51524 0.17842  0.090
H 0.85007 -0.06171 -1.63998  0.157
H 2.24458 1.20128 -1.37116  0.341
H 0.42439 1.92744 0.97744  0.326
H -1.85525 0.94813 -1.11676  0.322
H -0.32918 -2.79878 -0.43721  0.243
H -2.19171 -2.63359 -0.87096  0.380
H -0.90020 -1.49294 -1.70741  0.238
H -3.65813 -0.15674 1.80035  0.280
H -3.45997 -1.98796 1.30586  0.277
H -2.63454 -1.36137 2.91523  0.274

[2]
Here is a cluster of 2 separate species, C5H12OS in total from the Open Molecules 2025 dataset. Energies are from ωB97M-V with the def2-TZVPD basis set.

The SMILES is C1CCSCC1.O. The orbital gap comes out at 0.3270 Ha. The relative energy (zero: lowest compared OMol25 entry of this formula, charge and spin) is 0.417 eV. As for the HOMO energy: -8.21 eV. As for the LUMO energy: 0.69 eV.

Each line ends with the Mulliken charge.
Geometry (Å):
C -0.02105 -0.02811 0.60333  -0.228
C -1.00955 -0.39662 -0.47646  -0.530
C -0.47286 -1.51399 -1.42118  -0.573
S 0.91454 -0.89953 -2.36073  -0.179
C 1.97177 -0.27032 -1.03400  -0.634
C 1.13569 0.63132 -0.05125  -0.655
H 0.35833 -0.88810 1.18808  0.342
H -0.40853 0.72143 1.31992  -0.133
H -1.23984 0.49538 -1.09025  0.304
H -1.95049 -0.72618 0.00464  0.337
H -1.29849 -1.97366 -1.99779  0.342
H 0.01390 -2.31558 -0.83299  0.289
H 2.80349 0.32594 -1.45606  0.333
H 2.41378 -1.13065 -0.49560  0.336
H 1.90392 0.79480 0.72884  0.317
H 0.85997 1.62053 -0.46463  0.318
O -2.23129 1.56572 2.46375  -0.648
H -1.59213 2.12987 1.97237  0.348
H -2.15111 1.85772 3.40000  0.315

[3]
Here is a cluster of 2 separate species, C3H11NO2 in total from the Open Molecules 2025 dataset. Energies are from ωB97M-V with the def2-TZVPD basis set.

The orbital gap (alpha / beta) comes out at 0.4384 / 0.2482 Ha. As for the total charge: +1. The relative energy (zero: lowest compared OMol25 entry of this formula, charge and spin) is 1.513 eV. As for the spin multiplicity: 2. As for the HOMO energy (alpha / beta): -15.61 / -15.50 eV. As for the LUMO energy (alpha / beta): -3.68 / -8.75 eV.

Each line ends with the Mulliken charge.
Geometry (Å):
C -0.60421 -0.90951 -0.27796  -0.407
N 0.62556 -0.18715 -0.04287  -0.081
C 0.92453 0.90791 -1.06955  -0.347
O 1.19250 0.22805 -2.23449  -0.454
C -1.87928 -0.26151 0.26810  -1.122
H -0.54342 -1.90543 0.18325  0.401
H -0.66679 -1.25461 -1.32043  0.460
H 1.38259 -0.87609 -0.05952  0.323
H 1.78689 1.46650 -0.73908  0.358
H -0.00669 1.43737 -1.23201  0.339
H 2.06016 -0.19050 -2.31801  0.365
H -2.28946 -0.85514 1.08202  0.364
H -2.62750 -0.09074 -0.49975  0.333
H -1.67847 0.67678 0.79382  0.390
H 1.34168 1.14482 2.56771  0.310
H 0.44745 0.00790 2.11765  0.367
O 0.53444 0.66136 2.78112  -0.601

Results for DFT total energy: -36471.232 -18262.049 -8864.598 (in eV, following the order of the records).